No. 1
Density functional theory data (ωB97M-V/def2-TZVPD) for 2 unconnected molecules or ions with the total composition C9H14.

Computed properties:
ΔE to the lowest compared entry with this formula, charge and spin	42.8	kcal/mol
LUMO level	0.0366	Eh
F_max	3.72	eV/Å
orbital gap	9.8708	eV
spin multiplicity	1

Geometry (Å):
C1 -2.3935 -0.0543 -2.0331
C2 -1.2992 0.5677 -1.2706
C3 0.0569 0.3744 -1.4342
C4 1.0580 0.9383 -0.6140
C5 0.5367 1.4474 0.5354
C6 -0.8235 1.6223 0.7976
C7 -1.7491 1.3732 -0.1481
H1 -3.4127 0.0050 -1.6430
H2 -2.2589 -1.1218 -2.1824
H3 -2.3629 0.3219 -3.0483
H4 0.4153 -0.1876 -2.2344
H5 2.2287 0.7751 -0.6229
H6 1.2663 1.7419 1.3264
H7 -1.0755 2.1398 1.8253
H8 -2.7285 1.5961 0.1098
C8 2.4807 -2.3658 2.3405
C9 1.5038 -2.3852 1.1946
H9 2.6919 -1.2290 2.4337
H10 2.0800 -2.9210 3.2932
H11 3.2406 -3.0176 1.9277
H12 0.7818 -3.2334 1.2684
H13 2.0820 -2.4253 0.2670
H14 0.8270 -1.5519 1.0711

No. 2
Density functional theory data (ωB97M-V/def2-TZVPD) for 6 unconnected molecules or ions with the total composition C30H59N8O6.

Computed properties:
LUMO level	-0.0956	Eh
F_max	2.56	eV/Å
orbital gap	7.6984	eV
spin multiplicity	1
net charge	+1

Geometry (Å):
C1 -6.1552 4.7826 -5.4383
C2 -4.8677 4.6051 -4.6441
N1 -4.3628 5.5869 -4.0343
C3 -4.2725 3.1842 -4.6239
N2 -4.9873 2.2557 -3.6937
C4 -5.8283 2.7433 -2.5672
C5 -5.1418 2.4666 -1.2047
C6 -4.2474 1.2064 -1.5452
C7 -3.0008 1.2862 -0.6450
C8 -2.0014 2.4489 -0.8278
C9 -2.0590 3.2669 -2.1084
O1 -0.6811 1.9313 -0.6415
C10 -4.2353 1.0664 -3.0923
C11 -3.0675 0.5636 -3.9192
C12 -1.7750 0.3202 -3.4994
C13 -0.7591 -0.1910 -4.3567
C14 -1.1749 -0.4150 -5.6778
C15 -2.5170 -0.1450 -5.9848
N3 -3.4513 0.3226 -5.1915
H1 -6.7042 3.8372 -5.5314
H2 -6.7873 5.5571 -5.0087
H3 -5.8651 5.0547 -6.4603
H4 -3.4987 5.3134 -3.5630
H5 -4.4106 2.7832 -5.6328
H6 -3.1963 3.2432 -4.4754
H7 -5.6575 1.7896 -4.2979
H8 -6.3937 3.6688 -2.6730
H9 -6.6376 1.9958 -2.5396
H10 -5.9277 2.2244 -0.4868
H11 -4.6031 3.3230 -0.8017
H12 -4.8117 0.3380 -1.1932
H13 -3.3670 1.3357 0.3868
H14 -2.4659 0.3284 -0.6875
H15 -2.1565 3.1603 -0.0010
H16 -3.0336 3.7183 -2.3221
H17 -1.7281 2.7391 -3.0050
H18 -1.3675 4.1000 -1.9892
H19 -0.1106 2.4375 -1.2322
H20 -4.9594 0.2612 -3.2698
H21 -1.4775 0.5217 -2.4748
H22 0.2501 -0.3717 -4.0163
H23 -0.4690 -0.7850 -6.4097
H24 -2.8142 -0.3285 -7.0176
C16 -0.7102 1.9792 4.1383
O2 -0.8225 2.1898 5.3288
N4 0.3313 1.3536 3.5565
C17 0.3972 1.1365 2.1219
C18 1.4180 0.8845 4.3981
H25 -1.4811 2.2955 3.4126
H26 0.4573 0.0654 1.9185
H27 1.2845 1.6324 1.7198
H28 -0.4826 1.5356 1.6318
H29 1.0355 0.1736 5.1323
H30 1.8589 1.7252 4.9353
H31 2.1781 0.4041 3.7862
C19 -0.0543 -2.3848 -0.8624
O3 -0.1962 -2.0013 0.2854
N5 0.1792 -3.6543 -1.2266
C20 0.3366 -4.0447 -2.6125
C21 0.2791 -4.6702 -0.1859
H32 -0.1223 -1.6922 -1.7218
H33 -0.4274 -4.7792 -2.8755
H34 1.3239 -4.4866 -2.7583
H35 0.2343 -3.1801 -3.2660
H36 -0.6563 -4.7038 0.3775
H37 1.0944 -4.4027 0.4972
H38 0.4726 -5.6434 -0.6307
C22 2.4940 -3.5306 2.4366
O4 2.7435 -4.2095 1.4502
N6 2.8669 -3.8283 3.6888
C23 2.5340 -2.9779 4.8173
C24 3.6300 -5.0425 3.9291
H39 1.9204 -2.5915 2.3646
H40 3.4491 -2.6369 5.3035
H41 1.9389 -3.5396 5.5382
H42 1.9639 -2.1124 4.4834
H43 4.5608 -5.0069 3.3608
H44 3.0545 -5.9071 3.5952
H45 3.8504 -5.1349 4.9893
C25 1.3538 4.4994 -2.2376
O5 0.5771 4.0205 -3.0561
N7 2.6473 4.7510 -2.4626
C26 3.5128 5.3216 -1.4443
C27 3.2026 4.4422 -3.7721
H46 1.0325 4.7698 -1.2159
H47 3.9190 6.2700 -1.7980
H48 4.3352 4.6359 -1.2360
H49 2.9562 5.4958 -0.5260
H50 2.6694 5.0043 -4.5389
H51 3.0832 3.3786 -3.9801
H52 4.2570 4.7020 -3.7970
C28 4.9463 -6.0867 7.5264
O6 4.3863 -5.0481 7.2227
N8 6.2280 -6.1806 7.9210
C29 6.8378 -7.4496 8.2706
C30 7.0246 -4.9669 7.9987
H53 4.4285 -7.0597 7.5007
H54 7.1843 -7.4193 9.3051
H55 7.6889 -7.6425 7.6148
H56 6.1185 -8.2586 8.1628
H57 6.5647 -4.2692 8.6992
H58 7.0664 -4.4908 7.0184
H59 8.0316 -5.2056 8.3307

No. 3
Density functional theory data (ωB97M-V/def2-TZVPD) for 9 unconnected molecules or ions with the total composition C54H83BCl2F3N4O16PS.

Computed properties:
LUMO level	0.0059	Eh
F_max	2.00	eV/Å
orbital gap	8.2821	eV
spin multiplicity	1

Geometry (Å):
C1 0.8521 2.3354 -6.9667
C2 0.1356 0.9714 -6.8024
C3 0.7396 -0.1395 -7.7277
C4 1.7638 -0.8627 -6.8579
C5 3.0362 -0.3753 -6.8028
C6 3.9696 -0.9979 -5.9961
C7 5.3731 -0.4081 -6.0307
Cl1 6.0653 -0.1718 -4.3943
C8 6.3577 -1.1661 -6.9978
C9 7.4080 -2.0312 -6.2801
Cl2 5.4668 -2.2388 -8.1549
C10 3.5865 -2.0893 -5.2634
O1 4.5389 -2.7256 -4.4579
N1 4.3512 -2.2595 -3.1248
O2 5.1678 -2.6947 -2.4235
C11 2.2968 -2.6208 -5.3058
C12 1.3955 -1.9875 -6.1336
S1 -0.2672 -2.6360 -6.2884
C13 -0.4298 -3.5888 -4.7893
C14 0.6968 -4.0062 -4.1185
C15 0.4962 -4.7224 -2.9442
O3 1.5375 -5.1673 -2.1799
C16 2.1725 -4.1214 -1.4096
C17 1.2344 -3.0676 -0.8119
C18 1.8114 -2.5042 0.5078
O4 1.0816 -1.9287 -1.6665
C19 -0.7730 -5.0226 -2.5066
C20 -0.9634 -5.8365 -1.2344
O5 -1.6686 -5.0671 -0.2415
C21 -1.4672 -5.4461 1.0430
F1 -1.1407 -6.7328 1.1998
F2 -2.6248 -5.2517 1.7044
F3 -0.5459 -4.6414 1.6112
C22 -1.9110 -4.6309 -3.2096
P1 -3.5758 -5.1465 -2.5810
N2 -4.6260 -3.7735 -2.6034
O6 -4.1269 -6.0979 -3.8505
C23 -1.7185 -3.8758 -4.3686
B1 -2.9647 -3.3706 -5.2431
N3 -3.6296 -2.1315 -5.0051
O7 -3.4565 -4.1804 -6.2513
N4 2.0579 -3.7925 -4.5173
O8 -1.2740 1.0857 -6.9293
C24 -1.9601 0.7449 -5.7418
C25 -1.7848 1.7112 -4.5898
C26 -2.4572 2.9136 -4.4960
C27 -2.2231 3.7306 -3.4188
C28 -1.3477 3.3952 -2.4120
C29 -0.6828 2.1888 -2.4809
C30 -0.9167 1.3800 -3.5692
H1 0.0951 3.1163 -6.8574
H2 1.3987 2.4156 -7.9094
H3 1.5493 2.4652 -6.1314
H4 0.3514 0.6590 -5.7731
H5 1.3038 0.3642 -8.5171
H6 -0.0360 -0.8017 -8.1120
H7 3.3585 0.4832 -7.3836
H8 5.2725 0.5937 -6.4517
H9 6.8593 -0.4297 -7.6252
H10 7.6741 -2.8608 -6.9402
H11 8.2996 -1.4292 -6.0847
H12 7.0451 -2.4768 -5.3530
H13 2.7286 -4.5819 -0.5899
H14 2.8848 -3.6160 -2.0576
H15 0.2351 -3.4411 -0.5654
H16 2.3919 -1.5957 0.3474
H17 2.3656 -3.2689 1.0638
H18 0.9531 -2.2519 1.1286
H19 0.3825 -2.1059 -2.3063
H20 -1.5602 -6.7184 -1.4909
H21 0.0218 -6.1838 -0.9175
H22 -5.4190 -3.9905 -3.2003
H23 -4.1843 -2.9155 -2.9149
H24 -4.9651 -6.5005 -3.5980
H25 -3.0450 -1.4295 -4.5744
H26 -4.0819 -1.7851 -5.8429
H27 -2.7208 -4.7374 -6.5337
H28 2.3624 -4.6022 -5.0572
H29 -3.0273 0.7536 -6.0082
H30 -1.7464 -0.2841 -5.4226
H31 -3.1446 3.2190 -5.2810
H32 -2.7411 4.6828 -3.3297
H33 -1.1643 4.0465 -1.5666
H34 0.0231 1.8398 -1.7332
H35 -0.4093 0.4155 -3.6338
C31 -0.3562 -2.4308 3.8826
C32 0.5126 -1.9805 5.0309
C33 0.3769 -2.7358 6.3317
O9 1.2835 -1.0556 4.9158
H36 -0.1580 -1.8056 3.0141
H37 -0.1323 -3.4659 3.6280
H38 -1.4098 -2.3351 4.1533
H39 0.6329 -3.7861 6.1822
H40 -0.6453 -2.6557 6.7054
H41 1.0552 -2.3102 7.0686
C34 -2.3509 -7.0745 4.3307
C35 -1.9096 -7.5929 5.6783
C36 -0.6047 -8.3506 5.7250
O10 -2.5684 -7.4113 6.6772
H42 -3.2985 -6.5515 4.4357
H43 -1.6082 -6.3791 3.9387
H44 -2.4832 -7.9051 3.6359
H45 0.2118 -7.7091 5.3888
H46 -0.6636 -9.2351 5.0888
H47 -0.4068 -8.6652 6.7477
C37 -0.2192 7.7939 0.4959
C38 -1.3251 7.3026 -0.4003
C39 -2.5219 8.2054 -0.5768
O11 -1.2596 6.2286 -0.9568
H48 0.5735 7.0502 0.5316
H49 0.1929 8.7256 0.1055
H50 -0.5988 7.9484 1.5073
H51 -2.2107 9.1558 -1.0130
H52 -3.0011 8.3817 0.3874
H53 -3.2386 7.7300 -1.2441
C40 -0.0109 1.5019 2.2873
C41 -0.7589 0.5655 1.3704
C42 -2.2652 0.6640 1.3646
O12 -0.1758 -0.2303 0.6697
H54 1.0582 1.3231 2.1915
H55 -0.2220 2.5380 2.0153
H56 -0.3050 1.3247 3.3233
H57 -2.5722 1.6638 1.0529
H58 -2.6574 0.4514 2.3609
H59 -2.6716 -0.0630 0.6638
C43 -0.6467 8.4914 5.8021
C44 0.3489 8.8665 4.7378
C45 0.6734 10.3316 4.5803
O13 0.8724 8.0299 4.0335
H60 -0.7828 7.4127 5.8052
H61 -0.2789 8.7988 6.7791
H62 -1.6080 8.9682 5.5979
H63 1.0963 10.7212 5.5077
H64 -0.2298 10.8881 4.3248
H65 1.4019 10.4562 3.7805
C46 0.7783 5.7085 10.1926
C47 1.0399 6.2229 8.7986
C48 2.0918 5.5081 7.9868
O14 0.4324 7.1681 8.3492
H66 0.0025 6.3115 10.6602
H67 0.4416 4.6715 10.1507
H68 1.6873 5.7768 10.7920
H69 1.8114 4.4625 7.8504
H70 3.0572 5.5677 8.4919
H71 2.1760 5.9798 7.0092
C49 3.6765 7.0597 3.1566
C50 3.9453 7.5716 1.7633
C51 5.0069 6.8581 0.9596
O15 3.3380 8.5134 1.3064
H72 2.8945 7.6608 3.6134
H73 3.3428 6.0213 3.1143
H74 4.5836 7.1355 3.7605
H75 4.7314 5.8110 0.8241
H76 5.9684 6.9228 1.4715
H77 5.0966 7.3275 -0.0183
C52 -7.0545 -4.9890 5.2233
C53 -6.5948 -5.5144 6.5638
C54 -5.2880 -6.2681 6.5932
O16 -7.2481 -5.3361 7.5662
H78 -8.0032 -4.4696 5.3448
H79 -6.3183 -4.2894 4.8237
H80 -7.1926 -5.8165 4.5254
H81 -4.4778 -5.6242 6.2542
H82 -5.3519 -7.1499 5.9543
H83 -5.0760 -6.5880 7.6099

No. 4
Density functional theory data (ωB97M-V/def2-TZVPD) for a single C5H7NOS molecule.

Computed properties:
ΔE to the lowest compared entry with this formula, charge and spin	100.5	kcal/mol
LUMO level	-0.0381	Eh
F_max	5.79	eV/Å
orbital gap	7.2325	eV
spin multiplicity	1

Geometry (Å):
C1 1.1412 0.2890 2.4222
C2 0.4421 0.7409 1.2736
O1 0.0073 1.9050 1.3781
C3 0.1746 -0.0953 0.0620
S1 0.5490 -1.7141 0.4881
C4 -0.2305 0.7343 -1.0875
C5 -0.8618 0.0307 -2.1242
N1 -1.0938 -1.2803 -2.3960
H1 0.4006 -0.0955 3.4198
H2 1.6771 -0.6145 2.0426
H3 1.6523 1.1591 2.9933
H4 0.0034 1.8158 -0.8404
H5 -1.5052 0.7831 -2.6134
H6 -0.4053 -1.8271 -1.9124
H7 -1.9510 -1.8310 -3.1058

Look up the F_max of the third one.
2.00 eV/Å

Among the records above, which one has the lowest LUMO level?
C30H59N8O6